1.
This record from OMol25 describes a 13-piece molecular cluster, C33H92O13 overall in a non-equilibrium geometry. The level of theory is the ωB97M-V functional and the def2-TZVPD basis.

The geometry in ORCA input format:
```
! wB97M-V def2-TZVPD RIJCOSX def2/J DEFGRID3
* xyz 0 1
C -2.70134 -5.40700 -2.24637
O -1.59401 -5.14112 -1.42736
H -3.40467 -4.58660 -2.38918
H -2.23495 -5.56431 -3.21891
H -2.98515 -6.36010 -1.80010
H -1.44709 -5.90346 -0.86271
C -8.54248 -5.15553 0.08621
O -9.18550 -5.71155 1.24881
H -8.70137 -5.76753 -0.80165
H -8.83496 -4.12439 -0.11209
H -7.47673 -5.14601 0.31466
H -9.00313 -5.15969 2.01287
C 5.19075 8.34088 -1.68180
O 6.26071 8.60988 -0.80591
H 5.59545 8.07475 -2.65827
H 4.39956 7.75172 -1.21811
H 4.70623 9.27259 -1.97379
H 7.02802 8.40490 -1.34520
C -0.48836 -7.16157 4.85734
C -1.35436 -7.91931 3.83337
C -2.70002 -7.22896 3.67356
O -0.91482 -8.20165 2.50312
H 0.49595 -7.60528 5.00685
H -1.11701 -7.19303 5.74723
H -0.38307 -6.13379 4.50997
H -1.53199 -8.93687 4.18139
H -3.16278 -7.15046 4.65733
H -3.32623 -7.85236 3.03534
H -2.59908 -6.20522 3.31321
H 0.03977 -8.27456 2.57407
C 7.69628 4.73308 6.22611
C 6.79917 5.01817 4.92719
C 5.33123 5.19040 5.10412
O 7.41808 6.30669 4.56338
H 7.64920 3.71505 6.61275
H 7.30180 5.38041 7.00933
H 8.75173 4.91487 6.02341
H 6.98115 4.29996 4.12772
H 4.84467 5.58004 4.20994
H 5.17025 5.96749 5.85133
H 4.87543 4.24412 5.39549
H 7.17829 6.49246 3.65255
C -1.65323 1.24779 -6.69572
C -1.92198 1.44249 -8.17687
C -0.66087 0.97918 -8.81337
O -3.05595 0.67019 -8.56084
H -1.25989 0.24547 -6.52617
H -2.57226 1.28791 -6.11103
H -1.08705 2.06606 -6.25077
H -2.06720 2.46992 -8.51061
H -0.75169 1.15207 -9.88573
H -0.25945 -0.03056 -8.89929
H 0.16123 1.50677 -8.32975
H -3.32046 1.01360 -9.41740
C 6.35570 -6.98450 -5.78489
C 6.10792 -6.15674 -4.55029
C 4.59264 -6.13732 -4.14479
O 6.96527 -6.66791 -3.51490
H 7.36971 -6.87601 -6.16973
H 5.68234 -6.67318 -6.58349
H 6.29760 -8.06725 -5.67364
H 6.40952 -5.19052 -4.95471
H 4.05227 -5.59351 -4.91963
H 4.43453 -5.53360 -3.25113
H 4.16558 -7.13822 -4.08226
H 7.62899 -7.22698 -3.92541
C -1.83522 -0.05630 1.39941
C -1.48397 0.85247 0.28370
C -0.82873 2.16737 0.72853
O -0.46495 0.14205 -0.36826
H -2.61318 -0.73588 1.05149
H -2.40020 0.53014 2.12397
H -1.04191 -0.53901 1.97016
H -2.25049 0.99227 -0.47854
H 0.03917 1.99051 1.36381
H -1.56466 2.72200 1.31069
H -0.61974 2.70568 -0.19594
H -0.68359 -0.78790 -0.46307
C 0.76729 11.43243 3.55557
C 0.16122 11.38355 2.19644
C -0.91824 10.38121 1.98703
O -0.34648 12.65294 1.87199
H 0.05120 11.94683 4.19643
H 1.70518 11.98309 3.62792
H 1.05679 10.41054 3.80060
H 0.98404 11.19615 1.50654
H -1.74340 10.55030 2.67887
H -0.56229 9.35166 2.02463
H -1.46468 10.45520 1.04680
H 0.45611 13.17076 1.77547
C -7.26157 0.19781 5.78266
C -8.32887 -0.17566 4.77286
C -7.99291 0.19308 3.32579
O -8.46183 -1.56503 4.78874
H -6.38834 -0.44941 5.70102
H -7.67281 0.25680 6.79038
H -6.86122 1.20786 5.69543
H -9.18766 0.43064 5.06095
H -7.31186 -0.39319 2.70892
H -7.44825 1.13559 3.27002
H -8.87473 0.31660 2.69711
H -8.94653 -1.77097 5.59140
C 5.00741 -2.89415 6.33727
C 5.97499 -4.11211 6.31188
C 6.87382 -4.05886 5.14238
O 6.82518 -4.11262 7.41277
H 4.60556 -2.74540 5.33503
H 5.58167 -2.03219 6.67690
H 4.22070 -3.02494 7.08029
H 5.45278 -5.06003 6.18209
H 6.40807 -4.31164 4.18987
H 7.75582 -4.69829 5.17849
H 7.13116 -3.00201 5.07204
H 7.44028 -4.83655 7.27429
C 6.31212 -0.07918 -1.85742
C 5.88688 1.25933 -2.55570
C 5.36979 1.16905 -4.02871
O 5.01183 1.95378 -1.73932
H 5.47366 -0.72419 -1.59464
H 6.82340 0.19327 -0.93413
H 7.13764 -0.44313 -2.46908
H 6.81105 1.83635 -2.58834
H 5.25215 2.18223 -4.41309
H 4.37353 0.74470 -3.90433
H 6.08259 0.50344 -4.51550
H 4.14390 1.61099 -1.96468
C -8.96658 0.45831 -5.18994
C -9.34511 -0.80186 -6.01501
C -10.44330 -0.57190 -6.98853
O -8.20689 -1.34684 -6.66322
H -9.89444 0.69342 -4.66848
H -8.61746 1.29598 -5.79368
H -8.28298 0.36035 -4.34662
H -9.68609 -1.62751 -5.39041
H -10.65900 -1.48394 -7.54508
H -10.09829 0.10349 -7.77142
H -11.40882 -0.30050 -6.56166
H -7.64695 -0.59189 -6.85845
*
```

2.
This record from OMol25 describes a 11-piece molecular cluster, C33H94N6O11 overall in a non-equilibrium geometry. The level of theory is the ωB97M-V functional and the def2-TZVPD basis.

The geometry in ORCA input format:
```
! wB97M-V def2-TZVPD RIJCOSX def2/J DEFGRID3
* xyz 0 1
C -2.37841 -2.28090 4.71480
C -3.33898 -2.42689 3.54710
C -4.00052 -1.09318 3.17257
O -2.62269 -2.92770 2.42712
H -1.48814 -1.71387 4.44237
H -2.15215 -3.22859 5.20268
H -2.81931 -1.70410 5.53379
H -4.09859 -3.18200 3.77335
H -4.65064 -1.32585 2.32393
H -3.30254 -0.36955 2.74262
H -4.53766 -0.60778 3.98556
H -3.21080 -3.18621 1.69084
C 0.55583 -2.90141 -2.79657
C 1.30057 -3.63018 -1.68272
C 2.28791 -4.64812 -2.26860
O 2.07642 -2.71526 -0.92823
H 1.31237 -2.23588 -3.22293
H -0.24491 -2.22771 -2.49097
H 0.22206 -3.63120 -3.53433
H 0.62991 -4.22401 -1.05115
H 1.68926 -5.34230 -2.86845
H 2.78019 -5.23663 -1.49685
H 3.00178 -4.25619 -2.99498
H 1.51255 -1.95690 -0.71147
C -2.89550 -3.31035 -1.23277
C -4.02469 -2.49348 -0.62099
C -5.04496 -1.97904 -1.63925
O -4.48863 -0.84815 -2.28884
C -5.32646 -0.21041 -3.21571
N -4.61909 -3.33244 0.42300
H -2.13465 -3.51164 -0.47599
H -2.39342 -2.91781 -2.11772
H -3.21262 -4.29856 -1.58681
H -3.57731 -1.64466 -0.09571
H -5.95181 -1.67965 -1.10231
H -5.28516 -2.79048 -2.33447
H -6.14720 -0.81854 -3.60780
H -4.79511 0.12509 -4.10946
H -5.78474 0.67886 -2.76993
H -5.42474 -2.89047 0.84939
H -4.88826 -4.24025 0.06346
C -2.17600 -1.54064 -4.99833
C -1.78063 -0.33702 -5.90806
C -0.32934 0.07487 -5.63802
O -0.18529 0.45596 -4.28597
C 1.11828 0.79207 -3.86313
N -1.82630 -0.80673 -7.30847
H -2.40082 -1.16842 -3.99752
H -1.37987 -2.28454 -5.03222
H -3.08986 -2.01994 -5.35780
H -2.52153 0.44642 -5.75307
H -0.12046 0.91218 -6.31255
H 0.35131 -0.74989 -5.87476
H 1.00367 1.14317 -2.83670
H 1.55676 1.63155 -4.41357
H 1.82276 -0.04177 -3.91253
H -1.14879 -1.55171 -7.45429
H -2.68402 -1.34959 -7.36555
C 2.78975 -0.24935 3.26845
C 3.60099 0.78977 4.04891
C 4.79726 1.27926 3.24138
O 5.67612 2.07981 4.03471
C 6.29178 3.09243 3.28124
N 2.72557 1.90195 4.43504
H 3.42251 -1.04915 2.87647
H 2.24592 0.18470 2.42713
H 2.07730 -0.75713 3.92056
H 3.95718 0.33113 4.97315
H 4.55209 1.77520 2.29618
H 5.39661 0.43596 2.86926
H 6.68632 2.67704 2.34758
H 7.14638 3.52083 3.80556
H 5.63637 3.93598 3.03502
H 3.28164 2.59015 4.93711
H 2.50208 2.42070 3.57522
C 3.55398 0.32278 -1.09249
C 4.79501 -0.38547 -1.59342
C 6.06804 0.36434 -1.24588
O 6.17086 1.56844 -1.98014
C 6.95685 2.55055 -1.34330
N 4.78544 -1.74888 -1.09918
H 3.56552 0.34890 0.00064
H 2.61525 -0.15040 -1.37477
H 3.53905 1.35045 -1.46148
H 4.77706 -0.42178 -2.69472
H 6.98660 -0.22868 -1.35057
H 6.08578 0.57783 -0.16643
H 7.15720 3.28653 -2.12508
H 7.87491 2.09194 -0.97062
H 6.44519 3.15547 -0.58658
H 3.87478 -2.19830 -1.20663
H 5.41204 -2.27990 -1.69672
C -2.60316 2.67407 -2.52793
C -2.18575 1.90044 -1.27157
C -3.26166 1.90915 -0.21139
O -3.63363 3.24366 0.07489
C -4.92826 3.25354 0.65029
N -1.94375 0.50695 -1.71125
H -2.78522 3.73459 -2.34920
H -3.54104 2.27549 -2.93603
H -1.91872 2.53586 -3.36688
H -1.32038 2.41314 -0.85679
H -2.89706 1.43620 0.70392
H -4.08292 1.32446 -0.64681
H -5.76664 3.07143 -0.02683
H -5.09229 4.19674 1.17272
H -5.05782 2.50585 1.44427
H -1.21300 0.55352 -2.41481
H -2.80860 0.19752 -2.14697
C 1.42080 3.15202 0.15791
C 1.25500 4.01230 1.38186
C 0.09052 3.49787 2.25485
O -1.12085 3.57247 1.52927
C -2.24344 3.25583 2.33583
N 2.47123 3.91265 2.22050
H 1.67311 2.13583 0.46954
H 2.23169 3.46275 -0.50521
H 0.49428 3.18385 -0.40902
H 1.08869 5.06849 1.14523
H 0.07107 4.00157 3.22698
H 0.33469 2.44236 2.43730
H -3.20084 3.43735 1.80861
H -2.25774 3.89935 3.22074
H -2.26634 2.19380 2.59853
H 2.36449 4.54627 3.00595
H 3.26206 4.21579 1.66424
C -0.45323 -0.69951 1.10936
O 0.18212 -0.49723 -0.16193
H -1.38036 -1.25606 0.97655
H 0.26524 -1.28728 1.67779
H -0.62042 0.26568 1.59601
H -0.52571 -0.10153 -0.70944
C 0.79410 -4.20129 2.22755
O -0.28416 -4.44553 3.11030
H 0.50536 -4.01855 1.18687
H 1.42683 -3.37403 2.55899
H 1.36331 -5.13172 2.16796
H -0.95556 -3.79537 2.84920
C -0.88516 1.23579 5.05574
O 0.35820 0.98041 5.63775
H -0.97020 0.67443 4.11467
H -1.62969 0.75787 5.69809
H -1.13259 2.29284 4.93259
H 1.12492 1.32323 5.12844
*
```

SMILES: COC[C@H](C)N.COC[C@H](C)N.COC[C@H](C)N.COC[C@H](C)N.COC[C@H](C)N.COC[C@H](C)N.CC(C)O.CC(C)O.CO.CO.CO

HOMO level (computed, eV): -10.003; -8.626
Orbital gap (computed, eV): 10.3; 8.9
Energy relative to the best compared isomer or geometry (same formula, charge and spin) (computed, kcal/mol): 125.9; 0.0